# C6H10NO

An isolated ion of composition C6H10NO and charge +1 in a non-equilibrium geometry (ωB97M-V with the def2-TZVPD basis set, the Open Molecules 2025 dataset).

Calculated values
Gap between HOMO and LUMO (spin up / spin down) in eV: 6.526 / 6.650
Electronic energy in eV: -9908.867
Maximum force in eV/Å: 4.066
Total charge: +1
ΔE to the lowest compared entry with this formula, charge and spin in eV: 5.527

```
18
C6H10NO | the Open Molecules 2025 dataset | ωB97M-V with the def2-TZVPD basis set
C -1.190 -0.152 0.176
C 2.260 0.577 0.232
C 0.602 -1.789 -0.062
C 1.974 -1.504 -0.620
C -2.083 0.834 -0.316
C 1.931 1.741 0.643
N -0.581 -1.044 -0.559
O 2.712 -0.441 -0.289
H 0.329 -2.843 -0.062
H 0.600 -1.430 1.096
H 2.442 -2.213 -1.323
H -1.659 1.492 -1.098
H -2.564 1.435 0.502
H -2.920 0.390 -0.738
H -0.903 -0.373 1.219
H 2.037 2.647 0.087
H 1.738 1.905 1.693
H -0.682 -1.227 -1.535
```



# C3H7NS

A 2-piece molecular cluster, C3H7NS overall in a non-equilibrium geometry (ωB97M-V with the def2-TZVPD basis set, the Open Molecules 2025 dataset).

Calculated values
Gap between HOMO and LUMO (spin up / spin down) in eV: 6.201 / 6.198
Electronic energy in eV: -15544.122
Maximum force in eV/Å: 4.541
Total charge: 0
ΔE to the lowest compared entry with this formula, charge and spin in eV: 5.523

```
12
C3H7NS | the Open Molecules 2025 dataset | ωB97M-V with the def2-TZVPD basis set
C 0.303 -0.004 0.994
C 0.053 -0.433 -0.374
C -0.719 -1.466 -1.122
N -0.404 0.875 0.138
S 1.172 3.239 0.201
H -0.259 -0.410 1.909
H 1.283 0.201 1.409
H 0.952 -0.199 -0.997
H -0.571 -1.486 -2.225
H -1.734 -1.246 -0.864
H -0.687 -2.476 -0.580
H 0.611 3.405 1.510
```



# C51H137N20O10P5

A 10-piece molecular cluster, C51H137N20O10P5 overall in a non-equilibrium geometry (ωB97M-V with the def2-TZVPD basis set, the Open Molecules 2025 dataset).

Calculated values
Gap between HOMO and LUMO in eV: 8.275
Electronic energy in eV: -151825.896
Maximum force in eV/Å: 5.378
Total charge: 0
SMILES string: CN(C)P(=O)(N(C)C)N(C)C.CN(C)P(=O)(N(C)C)N(C)C.CN(C)P(=O)(N(C)C)N(C)C.CN(C)P(=O)(N(C)C)N(C)C.CN(C)P(=O)(N(C)C)N(C)C.CC1(C)CCCC(C)(C)N1O.CN(C)C=O.CN(C)C=O.CN(C)C=O.CN(C)C=O

```
223
C51H137N20O10P5 | the Open Molecules 2025 dataset | ωB97M-V with the def2-TZVPD basis set
C -4.414 -5.911 11.655
O -5.580 -6.179 11.901
N -4.099 -4.663 11.225
C -2.638 -4.375 10.939
C -5.099 -3.528 11.197
H -3.554 -6.557 11.894
H -1.842 -5.072 11.201
H -2.424 -3.686 11.757
H -2.541 -3.930 9.949
H -5.999 -3.856 10.676
H -5.398 -3.102 12.154
H -4.595 -2.697 10.704
C -9.680 -7.765 18.732
O -9.116 -8.489 19.594
N -11.036 -7.813 18.599
C -11.752 -7.116 17.562
C -11.981 -8.568 19.484
H -9.158 -7.101 18.027
H -12.335 -7.813 16.959
H -10.974 -6.496 17.115
H -12.510 -6.436 17.951
H -11.465 -9.012 20.335
H -12.622 -7.817 19.947
H -12.576 -9.418 19.149
C -10.961 5.396 24.110
O -10.746 6.624 24.168
N -12.217 4.889 24.081
C -12.525 3.537 23.739
C -13.431 5.599 24.108
H -10.197 4.606 24.174
H -13.028 3.194 24.642
H -11.709 2.861 23.482
H -13.279 3.410 22.963
H -13.203 6.627 24.390
H -13.921 5.522 23.137
H -14.089 5.180 24.869
C -3.140 -7.581 18.760
O -3.884 -8.034 19.649
N -3.127 -6.380 18.146
C -3.961 -5.317 18.725
C -2.197 -6.146 17.002
H -2.275 -8.139 18.371
H -4.511 -4.697 18.017
H -3.375 -4.568 19.257
H -4.708 -5.750 19.390
H -1.927 -7.104 16.558
H -2.721 -5.718 16.147
H -1.401 -5.476 17.328
O -14.014 -4.716 12.411
P -14.594 -4.506 11.062
N -13.438 -4.458 9.771
C -13.773 -4.097 8.409
C -12.206 -5.215 9.778
N -15.270 -2.907 10.841
C -14.408 -1.725 10.399
C -16.520 -2.578 11.612
N -15.686 -5.647 10.460
C -15.483 -7.038 10.911
C -16.808 -5.578 9.540
H -13.985 -5.013 7.857
H -12.950 -3.589 7.908
H -14.645 -3.449 8.489
H -12.340 -6.217 9.370
H -11.913 -5.464 10.798
H -11.348 -4.770 9.275
H -14.717 -0.755 10.788
H -13.443 -1.985 10.833
H -14.254 -1.502 9.343
H -17.181 -1.887 11.087
H -17.001 -3.507 11.916
H -16.145 -1.986 12.446
H -14.770 -7.587 10.297
H -15.172 -7.062 11.955
H -16.328 -7.725 10.848
H -16.600 -6.308 8.758
H -17.022 -4.605 9.098
H -17.785 -5.893 9.906
O -23.913 5.153 17.095
P -23.528 4.135 16.095
N -22.149 3.230 16.411
C -22.314 2.197 17.348
C -21.020 4.059 16.746
N -23.264 4.900 14.548
C -24.397 5.569 13.920
C -22.212 4.375 13.492
N -24.718 2.970 15.778
C -24.449 1.786 14.960
C -26.151 3.187 16.022
H -22.697 2.473 18.330
H -21.297 1.807 17.380
H -22.948 1.368 17.031
H -20.112 3.542 16.436
H -20.958 4.372 17.789
H -21.088 5.013 16.222
H -25.381 5.568 14.388
H -24.187 6.607 13.661
H -24.639 4.948 13.058
H -21.352 4.096 14.100
H -22.536 3.592 12.806
H -22.040 5.170 12.767
H -24.536 2.121 13.927
H -23.415 1.452 15.054
H -25.138 0.992 15.250
H -26.756 3.327 15.126
H -26.327 4.176 16.445
H -26.619 2.393 16.604
O 0.319 -0.124 15.126
P -0.120 1.207 15.488
N -0.119 2.352 14.126
C 1.154 2.807 13.454
C -1.165 1.912 13.135
N 0.777 2.005 16.705
C 1.945 1.425 17.198
C 0.614 3.429 16.879
N -1.723 1.214 16.107
C -2.605 2.386 16.342
C -1.881 0.167 17.083
H 1.110 3.434 12.563
H 1.807 1.978 13.182
H 1.821 3.438 14.041
H -1.072 2.568 12.269
H -2.070 1.922 13.741
H -1.102 0.907 12.718
H 2.565 1.280 16.314
H 2.422 2.051 17.952
H 1.706 0.441 17.602
H 1.479 3.856 16.372
H -0.368 3.608 16.441
H 0.792 3.679 17.924
H -2.231 2.978 17.177
H -2.610 2.899 15.380
H -3.593 1.973 16.545
H -2.722 -0.473 16.816
H -2.046 0.568 18.083
H -1.043 -0.517 17.215
O -14.641 9.805 20.461
P -14.277 11.231 20.105
N -15.273 12.416 20.776
C -16.226 12.175 21.788
C -15.130 13.835 20.625
N -14.338 11.500 18.405
C -14.751 10.316 17.646
C -13.673 12.610 17.679
N -12.686 11.605 20.594
C -12.226 12.922 20.811
C -11.574 10.681 20.197
H -16.680 13.039 22.273
H -15.989 11.401 22.518
H -17.056 11.646 21.321
H -16.013 14.388 20.305
H -14.491 14.022 19.761
H -14.747 14.347 21.507
H -15.747 10.081 18.020
H -14.804 10.619 16.600
H -13.980 9.554 17.764
H -14.198 13.560 17.776
H -12.616 12.731 17.912
H -13.873 12.491 16.614
H -11.251 12.924 21.298
H -12.402 13.570 19.952
H -12.885 13.330 21.577
H -11.798 10.580 19.135
H -11.757 9.718 20.674
H -10.604 11.146 20.368
O -10.622 1.868 18.582
P -11.020 1.979 17.145
N -10.955 0.378 16.375
C -11.725 -0.670 16.777
C -9.695 -0.086 15.695
N -10.014 3.051 16.328
C -9.163 4.081 17.069
C -10.145 3.183 14.916
N -12.542 2.642 16.823
C -13.287 2.199 15.696
C -12.798 3.947 17.358
H -11.620 -1.468 16.041
H -12.773 -0.469 17.001
H -11.420 -1.087 17.737
H -9.952 -0.605 14.771
H -9.139 -0.788 16.317
H -9.129 0.822 15.491
H -8.346 3.690 17.674
H -8.904 4.861 16.353
H -9.727 4.599 17.845
H -10.107 2.278 14.310
H -11.039 3.740 14.633
H -9.236 3.679 14.577
H -14.326 2.467 15.887
H -13.026 2.734 14.783
H -13.221 1.143 15.432
H -12.589 3.843 18.423
H -13.858 4.199 17.322
H -12.264 4.757 16.861
C -16.709 -2.544 22.972
C -17.576 -2.063 21.761
C -17.119 -2.849 20.456
C -17.519 -4.289 20.096
C -19.083 -4.249 20.300
C -19.674 -3.532 21.611
N -19.029 -2.215 21.822
O -19.542 -1.531 22.947
C -21.146 -3.317 21.492
C -19.385 -4.560 22.704
C -17.208 -0.573 21.405
H -15.801 -1.949 23.076
H -16.304 -3.553 22.903
H -17.335 -2.492 23.863
H -17.127 -2.191 19.587
H -16.053 -2.960 20.653
H -17.198 -5.013 20.845
H -17.141 -4.536 19.104
H -19.409 -5.289 20.298
H -19.512 -3.894 19.363
H -21.694 -4.181 21.116
H -21.579 -3.066 22.460
H -21.373 -2.399 20.951
H -18.308 -4.650 22.846
H -19.795 -4.468 23.710
H -19.862 -5.529 22.555
H -17.892 -0.207 20.639
H -16.175 -0.445 21.083
H -17.390 0.012 22.306
H -19.993 -0.806 22.509
```



# C5H11NO2

One molecule with the formula C5H11NO2 in a non-equilibrium geometry (ωB97M-V with the def2-TZVPD basis set, the Open Molecules 2025 dataset).

Calculated values
Gap between HOMO and LUMO in eV: 10.039
Electronic energy in eV: -10947.528
Maximum force in eV/Å: 2.388
Total charge: 0
ΔE to the lowest compared entry with this formula, charge and spin in eV: 1.739
SMILES string: CC(=O)N(C)CCO

```
19
C5H11NO2 | the Open Molecules 2025 dataset | ωB97M-V with the def2-TZVPD basis set
C -2.401 -1.249 0.464
C -1.313 -0.357 -0.114
N -0.225 -0.118 0.774
C -0.056 -0.998 1.938
C 1.034 0.506 0.330
C 1.180 0.988 -1.122
O 2.655 1.116 -1.197
O -1.437 0.211 -1.167
H -3.266 -0.759 0.875
H -1.991 -1.934 1.203
H -2.685 -1.955 -0.309
H 0.767 -0.569 2.510
H -0.915 -0.773 2.583
H 0.056 -2.068 1.721
H 1.341 1.390 0.944
H 1.981 -0.056 0.451
H 0.793 0.352 -1.904
H 0.807 1.990 -1.328
H 2.851 0.948 -2.134
```



# C3H7OPS3

One molecule with the formula C3H7OPS3 (ωB97M-V with the def2-TZVPD basis set, the Open Molecules 2025 dataset).

Calculated values
Gap between HOMO and LUMO (spin up / spin down) in eV: 7.493 / 5.500
Electronic energy in eV: -47065.632
Maximum force in eV/Å: 0.820
Total charge: 0
ΔE to the lowest compared entry with this formula, charge and spin in eV: 0.396

```
15
C3H7OPS3 | the Open Molecules 2025 dataset | ωB97M-V with the def2-TZVPD basis set
C -0.751 -1.987 -0.190
C -1.630 -1.163 0.741
C 2.332 2.303 -0.276
O 0.594 -1.580 -0.080
P 1.016 -0.192 -0.815
S -3.424 1.092 -0.284
S -1.581 0.627 0.277
S 2.126 0.748 0.657
H -0.773 -3.042 0.095
H -1.107 -1.888 -1.221
H -2.668 -1.486 0.683
H -1.259 -1.242 1.763
H 3.285 2.735 0.009
H 1.522 2.976 -0.014
H 2.317 2.099 -1.345
```



Which of these has the lowest electronic energy?
C51H137N20O10P5



Number 4 is which compound?
C5H11NO2



Number 1 is which compound?
C6H10NO